1.
Entry from the Open Molecules 2025 dataset: a molecular structure, C4H12N4Si3 (wB97M-V/def2-TZVPD).

XYZ file:
```
23
Properties=species:S:1:pos:R:3:forces:R:3
C 2.3371 0.0783 -2.2982 2.428 1.411 -0.931
C -2.8180 1.8629 0.8194 -0.986 0.486 0.943
C 3.0835 -0.9585 -1.5546 -0.440 0.088 -1.545
C -1.8766 1.8363 1.9965 0.166 -1.730 -1.494
N 1.1687 0.3068 -2.0172 -4.234 0.687 0.216
N -2.5012 1.6762 -0.3619 -0.402 -0.512 0.031
N 2.0673 -1.5723 -0.7232 3.674 -1.909 1.314
N -0.6423 1.2350 1.4626 -0.480 3.152 0.907
Si 0.4685 -0.9690 -0.9743 1.780 1.093 0.918
Si -1.7902 0.9098 -1.6604 -0.257 0.873 -1.060
Si -0.3209 -0.3911 1.2123 0.090 -0.486 -1.297
H 2.8120 0.6688 -3.1208 0.118 -0.400 0.639
H -3.8300 2.1156 1.0974 -0.717 -0.047 -0.121
H 3.5534 -1.4560 -2.4410 -0.142 -1.016 0.893
H 3.8888 -0.5236 -0.9954 0.601 0.326 0.384
H -1.8099 2.8566 2.2848 0.718 1.009 0.665
H -2.3794 1.2983 2.7988 0.264 -0.261 0.087
H 2.6193 -2.1626 -0.0508 -1.877 0.699 -0.656
H -0.5996 1.7848 0.6178 1.045 -0.112 -0.329
H -0.0458 -1.9715 -1.8276 -1.487 -0.703 -0.600
H -1.8417 2.2818 -2.3937 0.555 -0.702 -0.119
H 0.5797 -0.6926 2.2780 0.634 -0.964 0.640
H -1.5805 -1.0607 1.1833 -1.054 -0.984 0.517
```
Positions in Å, forces in eV/Å.

Output
Net charge = 0
Lowest unoccupied orbital energy = -0.02 eV
Kohn-Sham gap = 8.2 eV
Energy relative to the best compared isomer or geometry (same formula, charge and spin) = 34.6 kcal/mol
Electronic energy = -1247.03036 hartree

---

2.
Entry from the Open Molecules 2025 dataset: a molecular structure, C4H12N4Si3 (wB97M-V/def2-TZVPD).

XYZ file:
```
23
Properties=species:S:1:pos:R:3:forces:R:3
C 2.5576 -0.7155 -1.6429 -0.519 0.368 1.350
C -1.5446 -0.7276 -1.2686 1.999 0.896 -2.782
C 3.1721 -1.0409 -0.2172 -4.002 3.852 -1.573
C -2.3704 -0.9265 -0.1054 1.972 -1.925 0.885
N 1.9249 0.3872 -1.8552 0.951 -0.628 0.325
N -1.3388 0.4046 -1.8628 -0.117 -0.892 1.421
N 2.7942 0.2319 0.4791 1.124 -0.552 -0.408
N -2.9768 0.2922 0.1112 -1.451 1.644 2.361
Si 1.8841 1.4221 -0.3596 0.073 -4.143 -0.181
Si -1.9438 1.4459 -0.5951 0.272 0.966 -1.115
Si -0.0395 2.5228 0.3298 -1.310 -0.344 1.235
H 2.6390 -1.5182 -2.3757 -0.040 0.296 -0.362
H -0.9264 -1.5385 -1.5761 0.144 -1.190 -0.605
H 2.7873 -1.8991 0.2830 -0.892 -0.695 0.219
H 4.1733 -1.1586 -0.2866 3.443 -0.236 -0.308
H -2.9799 -1.7939 -0.2760 -0.698 -0.501 0.256
H -1.5495 -1.1183 0.6403 -0.859 -0.580 -0.060
H 2.9940 0.1353 1.4366 0.012 0.491 1.307
H -3.2050 0.4277 1.0869 -0.414 0.021 0.023
H -0.0559 0.0459 1.0109 0.498 1.102 -0.440
H -2.9156 2.3485 -1.0795 -0.601 1.674 -0.482
H 0.1336 3.8079 -0.3166 0.186 0.772 -0.374
H -0.1001 2.8878 1.8092 0.230 -0.394 -0.692
```
Positions in Å, forces in eV/Å.

Output
Net charge = 0
Lowest unoccupied orbital energy (spin up / spin down) = -1.38 / -1.60 eV
Kohn-Sham gap (spin up / spin down) = 6.2 / 5.2 eV
Energy relative to the best compared isomer or geometry (same formula, charge and spin) = 83.9 kcal/mol
Electronic energy = -1246.95178 hartree

---

3.
Entry from the Open Molecules 2025 dataset: 2 unconnected molecules or ions with the total composition C4H12N6 (wB97M-V/def2-TZVPD).

XYZ file:
```
22
Properties=species:S:1:pos:R:3:forces:R:3
C 1.0574 2.3528 0.4440 0.149 3.581 1.942
C 1.6197 1.1640 0.6569 -1.473 0.049 -0.283
C -0.1648 -0.5134 -0.6843 0.761 0.538 0.008
C -1.3647 -1.5413 1.1728 1.452 1.922 -0.335
N 0.2352 -0.7450 -1.9289 -0.562 0.110 1.324
N -1.0097 -1.4470 -0.1256 -0.607 -2.035 -2.217
N -1.0296 -0.5820 1.9623 -0.552 0.659 0.880
N -1.5885 -2.4596 -0.9369 -0.388 -0.424 1.732
N 0.0272 2.8940 -0.2080 -1.399 0.038 -0.760
N 2.5655 0.3795 0.3677 -0.535 0.774 0.818
H 1.4571 3.1871 1.2087 -0.341 -2.139 -1.507
H -1.8823 -2.3169 1.6820 -0.544 -1.250 -0.800
H -0.0048 -1.4682 -2.5811 -0.529 -0.627 0.000
H -1.4268 -0.6016 2.9061 0.562 0.314 -0.346
H -0.6035 0.2524 1.5579 0.102 -0.079 0.410
H -2.5481 -2.2336 -1.0460 -0.842 -0.007 -0.651
H -1.1208 -2.7170 -1.7764 0.436 -0.039 -0.218
H -0.4236 3.7735 0.0496 1.068 -0.149 0.575
H -0.5604 2.5395 -0.9608 0.879 -0.998 0.232
H 3.1554 0.6861 -0.3696 1.340 -0.559 -0.578
H 0.9371 -0.1712 -2.3433 0.275 0.784 0.084
H 2.6729 -0.4323 0.9528 0.749 -0.464 -0.310
```
Positions in Å, forces in eV/Å.

Output
Net charge = +2
Lowest unoccupied orbital energy = -7.76 eV
Kohn-Sham gap = 9.0 eV
Energy relative to the best compared isomer or geometry (same formula, charge and spin) = 90.8 kcal/mol
Electronic energy = -487.40017 hartree

---

4.
Entry from the Open Molecules 2025 dataset: C4H12N6S2 in the gas phase (wB97M-V/def2-TZVPD).

XYZ file:
```
24
Properties=species:S:1:pos:R:3:forces:R:3
N 1.6921 0.5688 1.5015 -0.457 0.629 -0.566
N 1.4808 0.7356 0.1090 2.240 -0.672 -0.352
C 0.5682 1.5425 -0.4293 -0.624 0.883 0.958
S 0.6454 2.0426 -2.0345 0.076 -0.279 0.213
N -0.4121 2.0223 0.4345 -2.016 -0.117 -0.976
C -1.3196 1.0851 1.2158 2.669 -2.276 -0.650
C -2.0185 -0.0540 0.3587 0.486 0.989 -0.521
N -1.0477 -0.7474 -0.5026 -1.194 -0.427 0.863
C -0.2752 -1.7588 -0.0407 0.608 1.602 0.780
S -0.5716 -2.5272 1.4160 0.215 -0.177 -0.355
N 0.9396 -1.8795 -0.6924 -2.008 -0.089 -0.725
N 0.9778 -1.5440 -2.0687 1.081 0.332 0.443
H 2.4931 1.1402 1.7397 0.030 -0.212 0.281
H 1.8230 -0.4064 1.7492 -0.025 0.026 -0.310
H 2.3059 0.5149 -0.4970 -1.347 0.300 0.629
H -1.0156 2.6919 -0.1025 0.984 -0.908 0.617
H -0.6859 0.6154 2.0276 -0.876 0.500 -0.968
H -2.0678 1.6603 1.6400 -1.352 1.293 0.935
H -2.6285 -0.7157 0.9643 0.578 -0.316 0.369
H -2.7682 0.3700 -0.3079 0.165 0.432 -0.225
H -0.8307 -0.2373 -1.3448 0.345 -0.221 -0.086
H 1.4169 -2.6938 -0.3868 0.612 -0.839 -0.295
H 1.1070 -0.5258 -2.1404 -0.278 -0.632 -0.365
H 0.1917 -1.8996 -2.6086 0.088 0.177 0.307
```
Positions in Å, forces in eV/Å.

Output
Net charge = 0
Lowest unoccupied orbital energy = 0.59 eV
Kohn-Sham gap = 9.1 eV
Energy relative to the best compared isomer or geometry (same formula, charge and spin) = 0.0 kcal/mol
Electronic energy = -1284.48029 hartree

---

5.
Entry from the Open Molecules 2025 dataset: 2 unconnected molecules or ions with the total composition C4H12NO (wB97M-V/def2-TZVPD).

XYZ file:
```
18
Properties=species:S:1:pos:R:3:forces:R:3
O 1.3111 1.3949 0.5466 -2.858 1.045 -0.947
C 0.2235 2.3789 0.7018 0.607 -0.509 -0.940
C -0.6991 2.2558 -0.5378 1.450 -1.436 2.167
N -0.7350 0.8436 -0.8287 -0.035 3.359 -0.880
C -0.3653 -2.6656 0.5996 0.273 2.572 -0.344
C 0.8415 -2.2543 -0.3084 0.806 -3.409 0.982
H 0.7838 0.8253 -0.0910 1.806 -0.668 1.279
H 0.5429 3.4118 0.8065 0.504 -0.034 -0.007
H -0.3372 2.1156 1.6011 -0.032 0.011 0.351
H -0.3062 2.9055 -1.3890 -0.717 -0.638 0.328
H -1.6985 2.6801 -0.2161 -0.133 -0.410 -0.916
H -0.4590 -2.0333 1.5360 0.865 -1.195 -0.570
H -1.0789 0.8093 -1.7909 -0.618 -0.757 -0.396
H -1.2585 -2.2930 0.1135 -0.674 -0.721 -0.471
H -0.3439 -3.7349 0.7547 -0.383 -0.008 0.249
H 1.7395 -2.7451 0.2378 -1.028 0.877 -1.369
H 1.0724 -1.2332 -0.3685 0.102 1.601 0.059
H 0.7669 -2.6613 -1.3674 0.065 0.319 1.428
```
Positions in Å, forces in eV/Å.

Output
Net charge = +1
Lowest unoccupied orbital energy = -10.41 eV
Kohn-Sham gap = 4.1 eV
Energy relative to the best compared isomer or geometry (same formula, charge and spin) = 184.9 kcal/mol
Electronic energy = -289.08016 hartree

---

6.
Entry from the Open Molecules 2025 dataset: 2 unconnected molecules or ions with the total composition C4H12NO (wB97M-V/def2-TZVPD).

XYZ file:
```
18
Properties=species:S:1:pos:R:3:forces:R:3
C 0.0860 1.9106 -0.3526 0.856 -0.283 -1.635
C -0.4199 0.8611 -1.3100 -0.720 0.511 -0.643
C -1.1816 1.0356 -2.4046 0.122 -0.399 1.009
N 0.0977 -0.4884 -0.9706 -0.198 -0.228 0.724
H -0.2881 2.8829 -0.6558 0.163 0.087 -0.066
H -0.2094 1.7537 0.6593 -0.226 -0.381 0.777
H 1.1945 1.8783 -0.4343 -0.514 0.410 0.351
H -1.6283 0.1884 -2.9681 0.680 0.726 0.229
H -1.4660 2.0613 -2.6833 0.009 -0.688 0.188
H -0.1423 -0.8122 0.0297 -0.157 0.331 -0.439
H 1.1289 -0.4739 -0.9731 -0.367 -0.113 -0.399
H -0.2653 -1.1865 -1.6227 0.299 0.000 0.006
C 0.8686 -1.7143 2.3320 -0.629 -0.382 0.788
O -0.3493 -1.3778 1.5845 1.663 -0.590 -0.327
H 0.6834 -2.5856 3.0179 -0.046 1.041 -0.458
H 1.6060 -2.0801 1.6388 0.269 0.191 -0.432
H 1.2252 -0.8189 2.8831 -0.110 -0.697 -0.317
H -0.9403 -1.0341 2.2299 -1.095 0.464 0.645
```
Positions in Å, forces in eV/Å.

Output
Net charge = +1
Lowest unoccupied orbital energy = -3.25 eV
Kohn-Sham gap = 11.2 eV
Energy relative to the best compared isomer or geometry (same formula, charge and spin) = 32.5 kcal/mol
Electronic energy = -289.32309 hartree